DFT (wB97M-V/def2-TZVPD) results for an isolated molecule of C8H14N2O6 at a distorted geometry.

ORCA input file:
```
! wB97M-V def2-TZVPD RIJCOSX def2/J DEFGRID3
* xyz 0 1
C -1.225 0.801 -0.227
C -0.491 -0.283 -1.046
C -1.633 0.486 1.125
C -2.222 1.759 1.855
C -1.322 2.850 2.322
C 1.485 -1.695 -0.700
C 2.552 -1.792 0.387
C 2.436 -1.757 -2.030
H -2.348 1.619 -1.781
H -2.966 0.435 -1.244
H -0.640 1.643 -0.248
H -2.335 -0.375 1.136
H -0.654 0.345 1.651
H -2.879 1.342 2.603
H -2.877 2.234 1.126
H -3.025 4.182 2.426
H 1.224 -0.050 0.346
H 0.969 -2.593 -0.617
H 3.558 -1.309 -1.797
H 1.978 -1.064 -2.946
H 3.339 -3.300 -2.730
H 3.284 -3.079 -0.758
N -2.554 1.310 -0.846
N 0.823 -0.457 -0.561
O -1.025 -1.167 -1.772
O -0.094 2.885 2.253
O -1.937 3.957 2.878
O 2.425 -1.189 1.411
O 2.466 -3.213 -2.178
O 3.689 -2.523 -0.040
*
```

Values from the calculation:
- SMILES string: N[C@@H](CCC(=O)O)C(=O)N[C@@H](CO)C(=O)O
- Gap between HOMO and LUMO: 10.4 eV
- Molecular weight: 234.2 g/mol
- Energy above the lowest of the compared OMol25 structures with the same formula, charge and spin: 111.1 kcal/mol
- Lowest unoccupied orbital energy: 0.00893 hartree